C10H9O2S | the ωB97M-V functional and the def2-TZVPD basis

Summary:
Kohn-Sham gap	6.37	eV
SMILES	CC1=[S@@](=O)([O-])c2ccccc2C=C1
DFT total energy	-935.02417	Ha
relative energy (zero: lowest compared OMol25 entry of this formula, charge and spin)	264.9	kJ/mol
LUMO	3.6	eV
multiplicity	1
charge	-1

Each line ends with the natural charge from an NBO analysis.
Geometry (Å):
C: -3.725 0.297 0.431  -0.7008
C: -2.519 0.488 -0.385  -0.1340
S: -1.128 -1.163 -0.122  1.8238
O: -1.516 -1.768 1.160  -1.0209
O: -1.317 -2.065 -1.261  -0.9954
C: 0.929 -0.915 -0.033  -0.0486
C: 1.958 -1.737 0.273  -0.2824
C: 3.243 -1.189 0.226  -0.2757
C: 3.383 0.168 -0.039  -0.2279
C: 2.298 0.989 -0.262  -0.2218
C: 0.971 0.484 -0.275  -0.0902
C: -0.116 1.397 -0.509  -0.4310
C: -1.519 1.445 -0.378  -0.2179
H: -3.971 1.171 1.044  0.1918
H: -3.517 -0.544 1.099  0.2709
H: -4.591 0.035 -0.183  0.2009
H: 1.791 -2.783 0.490  0.2201
H: 4.112 -1.814 0.383  0.1950
H: 4.381 0.596 -0.062  0.1923
H: 2.468 2.048 -0.419  0.1901
H: 0.288 2.386 -0.738  0.1844
H: -1.902 2.475 -0.438  0.1775

Atoms 1-3, force components in eV/Å:
C -0.16 0.06 0.05
C 3.60 -1.46 0.17
S -0.24 -2.14 0.01